[1]
14
Properties=species:S:1:pos:R:3:forces:R:3 method="wB97M-V/def2-TZVPD" total_charge=+1 largest_force_ha_per_bohr=0.127 e_homo_ev="-12.83 / -12.87" spin_multiplicity=1 orbital_gap_ha="0.26853 / 0.27737"
C 3.204681 0.084794 -0.172252 1.10 3.07 -0.84
C -0.284793 -0.022925 0.080967 2.37 0.53 0.24
C 1.075394 -0.502604 0.252656 -5.56 -3.20 1.14
C -2.632369 0.390355 -0.220985 1.73 1.34 1.75
N -1.529531 -0.455112 0.256637 1.62 1.71 -1.99
O 1.974482 0.332938 -0.165542 1.89 2.36 -0.01
H 4.027500 0.849481 -0.326386 -1.81 -0.56 -0.08
H 3.463835 -0.883691 -0.070183 1.04 -3.23 0.71
H -0.249128 1.043996 -0.232192 -0.18 -0.81 -0.25
H -1.825680 -1.226207 0.741290 -0.06 -2.58 1.20
H 1.351055 -1.523370 0.686764 -0.15 1.71 -0.85
H -3.555010 -0.073008 -0.050751 -1.23 -0.67 0.22
H -2.487431 1.245839 0.436589 -1.00 0.51 -0.17
H -2.533008 0.739516 -1.216610 0.24 -0.18 -1.07



[2]
14
Properties=species:S:1:pos:R:3:forces:R:3 method="wB97M-V/def2-TZVPD" total_charge=+1 largest_force_ha_per_bohr=0.078 e_homo_ev="-12.79 / -13.25" spin_multiplicity=1 orbital_gap_ha="0.29588 / 0.32160"
C -0.089675 1.071424 0.666205 -1.01 2.00 -1.44
C -1.054129 -0.227468 -0.940924 3.59 0.44 -1.75
C 0.685297 -1.123125 0.463848 0.36 -1.41 -3.61
C 0.935027 0.888024 -0.456256 -2.01 -0.36 -1.21
N -0.595489 -0.295308 0.418889 -0.15 -1.96 1.98
O 1.600942 -0.180247 -0.140272 0.92 -2.28 0.66
H 0.232323 1.376405 1.655485 0.43 -0.70 0.36
H -0.876503 1.780744 0.382018 0.18 -0.24 0.07
H -1.690744 0.572715 -1.075205 -1.39 1.17 -0.61
H -0.903319 -1.061818 -1.633655 -0.50 0.22 0.73
H 1.120299 -1.522696 1.356109 -0.53 0.28 1.04
H 0.609438 -1.997815 -0.342352 -0.11 1.80 1.93
H 1.424187 1.381146 -1.295678 -0.44 1.05 0.73
H -1.397656 -0.661987 0.941793 0.67 -0.02 1.13



[3]
14
Properties=species:S:1:pos:R:3:forces:R:3 method="wB97M-V/def2-TZVPD" total_charge=+1 largest_force_ha_per_bohr=0.086 e_homo_ev=-14.82 spin_multiplicity=1 orbital_gap_ha=0.36013 smiles="CC[C@@]1(O)C=[NH+]1"
C -0.617955 -1.433305 -1.261873 -0.56 2.11 -0.79
C -0.600179 0.515820 1.475717 -2.11 2.23 -0.66
C 0.346324 0.816933 0.355907 2.07 1.84 -0.59
C 0.628223 -0.289255 -0.570108 -0.01 -0.92 2.96
N -0.083677 -0.300762 -1.716851 -0.95 -4.28 -0.39
O 1.602951 -1.111080 -0.352550 1.03 0.15 -3.79
H -1.549267 -1.917503 -1.644604 0.69 0.74 0.00
H -0.025895 0.128121 2.289038 -0.33 -0.69 0.65
H -1.478167 -0.057460 1.078579 0.90 0.01 0.86
H -1.046261 1.532462 1.763825 0.67 -1.54 0.03
H 1.304725 1.313280 0.721293 -0.80 -1.22 -0.14
H 0.066315 1.587896 -0.353962 -1.03 0.51 0.21
H -0.338377 0.431013 -2.321378 -0.34 1.17 -1.36
H 1.791242 -1.216159 0.536967 0.79 -0.10 3.01



[4]
15
Properties=species:S:1:pos:R:3:forces:R:3 method="wB97M-V/def2-TZVPD" total_charge=-1 largest_force_ha_per_bohr=0.065 e_homo_ev=-3.21 spin_multiplicity=1 orbital_gap_ha=0.27230
C -1.354742 1.515139 0.723889 0.93 0.18 0.17
N -0.928693 0.878924 -0.317956 -1.69 -1.81 -0.42
C -0.048854 -1.010382 -1.620667 -0.63 1.63 -0.44
C 0.204595 0.007527 -0.496650 2.27 2.41 0.58
C 1.053292 -0.521782 0.742685 -1.55 -1.23 -0.95
O 0.511369 -0.456440 2.027587 -0.52 0.10 0.33
O -0.710077 1.988625 1.704717 0.17 -0.31 0.72
H -2.444175 1.668863 0.761517 -0.24 0.42 -0.41
H 0.004155 0.383486 2.109300 0.35 0.16 -0.12
H -0.834968 -0.469158 -2.156218 -0.82 -0.84 0.24
H 0.673710 -0.936477 -2.424591 1.05 -0.63 0.29
H -0.270742 -2.027713 -1.330033 -0.26 -0.19 0.00
H 0.990735 0.666809 -0.918037 -0.09 -0.08 -0.38
H 1.108604 -1.587116 0.483435 0.58 -0.15 0.39
H 2.045790 -0.100305 0.711023 0.45 0.34 0.00